The following is a DFT calculation (ωB97M-V/def2-TZVPD) of an isolated ion of composition C5H14N2O and charge +1.

Calculated values
Strongest force on any atom ... 4.250 eV Å⁻¹
Total charge ... +1
Spin multiplicity ... 2
Gap between HOMO and LUMO (spin up / spin down) ... 0.4096 / 0.2063 hartree

The geometry in XYZ format:
```
22
Properties=species:S:1:pos:R:3:forces:R:3:mulliken_spin:R:1
C -1.0300 1.4195 -0.1446 -0.89 0.65 -2.89 0.072
N -0.2858 0.2191 -0.3670 0.98 1.33 3.91 0.751
C -0.3434 -0.8090 0.6724 -0.30 -1.46 -2.06 0.038
C 0.5601 -1.9689 0.2184 0.07 -0.24 -0.43 0.010
C 0.4007 -3.1873 1.0974 0.39 -0.77 0.96 0.004
O 1.8828 -1.4708 0.0926 0.10 0.45 0.04 0.010
C -0.6858 2.3642 -1.3789 -1.03 -0.28 1.95 -0.004
N 0.3896 3.2018 -0.9389 0.92 -0.80 -1.12 0.036
H -2.1108 1.2929 -0.1635 -0.16 -0.84 0.23 0.022
H -0.8327 1.8924 0.8206 0.56 -0.11 0.04 0.032
H 0.6978 0.4587 -0.5549 0.05 -0.40 -0.95 -0.017
H 0.1005 -0.4699 1.6159 -0.39 0.55 -0.03 0.034
H -1.3895 -1.1082 0.7368 0.05 0.01 0.55 0.008
H 0.3611 -2.2605 -0.8159 -0.41 0.15 0.09 0.000
H -0.1308 -4.0248 0.6472 -0.16 0.29 -0.32 0.000
H -0.0880 -3.0122 2.0615 0.01 0.29 -0.11 0.000
H 1.3832 -3.5991 1.3426 0.03 0.16 -0.11 0.000
H 2.2123 -1.0727 0.9085 0.02 -0.32 0.17 0.000
H -1.6489 2.8459 -1.5839 0.25 0.35 -0.32 0.005
H -0.4620 1.7192 -2.2237 0.32 0.19 -0.15 -0.002
H 0.9354 3.6239 -1.6701 0.11 -0.08 -0.42 -0.001
H 0.0844 3.9460 -0.3724 -0.52 0.89 0.98 0.003
```
Forces are in eV/Å.